Record 1
C19H21N3O3 | ωB97M-V/def2-TZVPD

Summary:
* SMILES string: COC(CNC(=O)c1ccc2c(c1)ncn2-c1cccc(C)c1)OC
* spin multiplicity: 1
* orbital gap: 9.30 eV
* F_max: 0.827 eV Å⁻¹

Positions of all 46 atoms, in Å:
1 C 0.61209 3.33161 -6.46488
2 O 1.64942 2.68572 -5.75778
3 C 1.26680 2.14521 -4.53278
4 C 2.54896 1.62241 -3.85557
5 N 2.23967 0.81806 -2.70097
6 C 1.86468 1.40158 -1.53089
7 O 1.91005 2.60640 -1.36148
8 C 1.41529 0.46065 -0.46480
9 C 0.61486 1.00217 0.55413
10 C 0.13557 0.24142 1.59712
11 C 0.47725 -1.10327 1.60518
12 C 1.31611 -1.65665 0.60603
13 C 1.78653 -0.87509 -0.43985
14 N 1.54059 -2.98295 0.88274
15 C 0.89505 -3.21855 1.97805
16 N 0.22122 -2.13608 2.47790
17 C -0.57421 -2.11530 3.63337
18 C -0.13968 -2.76520 4.78267
19 C -0.93597 -2.74817 5.91327
20 C -2.15049 -2.08687 5.90469
21 C -2.59699 -1.43763 4.75862
22 C -3.90903 -0.71564 4.75767
23 C -1.80159 -1.46231 3.62293
24 O 0.36043 1.07013 -4.69921
25 C -0.90437 1.23737 -4.10332
26 H 1.07410 3.76276 -7.35013
27 H 0.16201 4.12764 -5.85916
28 H -0.16324 2.62123 -6.76749
29 H 0.79949 2.91706 -3.89468
30 H 3.10103 1.02419 -4.57979
31 H 3.14887 2.47687 -3.53943
32 H 1.94177 -0.12596 -2.88777
33 H 0.38993 2.05661 0.50045
34 H -0.46262 0.68054 2.38071
35 H 2.44893 -1.30877 -1.17151
36 H 0.85372 -4.17819 2.45663
37 H 0.81619 -3.26655 4.78954
38 H -0.60193 -3.25064 6.80850
39 H -2.76300 -2.07510 6.79401
40 H -3.80864 0.23722 5.27784
41 H -4.24566 -0.51660 3.74352
42 H -4.66871 -1.29791 5.27471
43 H -2.14236 -0.98762 2.71473
44 H -1.45229 0.31782 -4.30238
45 H -1.45117 2.08481 -4.53118
46 H -0.81864 1.38156 -3.01996

Cartesian forces, eV/Å:
C -0.03 -0.03 0.03
O 0.14 -0.17 0.18
C 0.12 -0.02 0.30
C -0.37 0.36 -0.26
N 0.02 -0.14 -0.15
C 0.17 -0.24 -0.13
O -0.08 0.22 0.01
C -0.05 -0.10 0.23
C 0.01 0.05 -0.04
C -0.08 0.07 0.10
C 0.45 0.09 -0.63
C -0.54 0.38 0.50
C -0.13 0.17 0.10
N 0.33 -0.49 -0.15
C 0.11 -0.16 -0.18
N 0.16 0.00 -0.25
C -0.30 -0.04 0.58
C 0.05 0.07 -0.19
C -0.06 -0.03 0.02
C 0.02 0.00 -0.03
C 0.09 -0.05 0.02
C 0.01 0.05 0.03
C 0.11 -0.07 0.00
O 0.42 0.10 -0.27
C -0.08 0.00 0.13
H -0.10 0.04 -0.01
H 0.00 -0.01 -0.03
H 0.03 0.04 0.01
H 0.01 -0.12 -0.13
H 0.01 0.02 0.01
H 0.01 -0.11 -0.11
H -0.03 0.10 0.11
H 0.00 0.08 0.01
H -0.06 0.06 0.03
H 0.09 -0.05 -0.10
H -0.09 -0.16 0.19
H 0.11 -0.01 0.00
H 0.03 -0.04 0.07
H -0.07 0.00 0.10
H -0.06 0.07 0.01
H -0.07 0.03 -0.04
H -0.09 0.00 0.00
H -0.04 0.03 -0.10
H -0.08 0.06 0.06
H 0.01 -0.01 0.01
H -0.06 -0.02 -0.04

Record 2
C19H21N3O3S | ωB97M-V/def2-TZVPD

Summary:
* SMILES string: COc1ccc(S(=O)(=O)N2CCC(c3nc4ccccc4[nH]3)CC2)cc1
* spin multiplicity: 1
* orbital gap: 9.01 eV
* F_max: 1.057 eV Å⁻¹

Positions of all 47 atoms, in Å:
1 C -7.87428 -0.77064 -0.80427
2 O -6.83973 -1.54734 -0.24468
3 C -5.66733 -0.94863 0.07153
4 C -4.69675 -1.77998 0.64228
5 C -3.46820 -1.26952 1.00248
6 C -3.19876 0.07202 0.79279
7 S -1.61417 0.76188 1.23746
8 O -1.81153 2.02206 1.89402
9 O -0.84568 -0.24023 1.92290
10 N -1.01092 1.10884 -0.29639
11 C -0.05983 2.19741 -0.34381
12 C 1.33900 1.75765 0.08834
13 C 1.80293 0.59262 -0.79822
14 C 3.16925 0.13134 -0.41711
15 N 3.47773 -1.06064 -0.00701
16 C 4.82990 -1.04448 0.22984
17 C 5.67945 -2.04712 0.68136
18 C 7.01592 -1.73680 0.82483
19 C 7.51122 -0.46547 0.53025
20 C 6.68537 0.54601 0.08027
21 C 5.34323 0.24042 -0.06509
22 N 4.25626 0.96825 -0.47982
23 C 0.79422 -0.54984 -0.67376
24 C -0.60333 -0.05921 -1.04896
25 C -4.14513 0.90404 0.23183
26 C -5.38272 0.40178 -0.13117
27 H -7.57774 -0.33988 -1.76546
28 H -8.18742 0.02850 -0.12580
29 H -8.70458 -1.45760 -0.95879
30 H -4.93950 -2.81956 0.79331
31 H -2.70869 -1.88824 1.45378
32 H -0.03998 2.58189 -1.37025
33 H -0.44305 2.97136 0.32203
34 H 2.02355 2.60576 0.02058
35 H 1.29737 1.42319 1.12658
36 H 1.83312 0.94089 -1.84163
37 H 5.29496 -3.02788 0.90961
38 H 7.70258 -2.49359 1.17465
39 H 8.56551 -0.26931 0.65823
40 H 7.06931 1.52983 -0.14669
41 H 4.25826 1.93176 -0.76788
42 H 0.78802 -0.90172 0.35740
43 H 1.08738 -1.37941 -1.31638
44 H -0.64175 0.20632 -2.11227
45 H -1.34548 -0.83688 -0.85956
46 H -3.90381 1.94548 0.09337
47 H -6.11414 1.06465 -0.56472

Cartesian forces, eV/Å:
C -0.18 0.13 -0.10
O 0.27 -0.13 0.13
C 0.24 -0.06 0.10
C -0.21 0.08 -0.09
C 0.03 -0.05 0.05
C 0.59 0.19 0.16
S -0.46 0.08 -0.47
O -0.05 0.16 -0.14
O -0.11 -0.21 -0.17
N -0.57 -0.06 0.89
C 0.30 0.49 0.36
C -0.13 0.05 -0.33
C -0.11 -0.07 0.22
C -0.01 0.07 -0.16
N -0.57 -0.27 0.00
C 0.49 0.65 -0.11
C -0.05 0.11 -0.03
C 0.07 -0.18 0.07
C 0.08 0.11 -0.02
C 0.05 0.13 -0.03
C 0.14 -0.64 0.20
N -0.10 0.14 -0.03
C -0.02 0.13 -0.19
C 0.19 -0.54 -0.11
C -0.01 0.01 0.02
C -0.19 -0.03 -0.05
H 0.00 -0.01 0.04
H 0.02 -0.02 -0.03
H 0.04 0.09 -0.01
H -0.01 -0.12 0.03
H 0.05 -0.14 0.04
H -0.05 -0.03 0.06
H 0.14 0.12 -0.20
H 0.02 0.03 0.06
H 0.12 0.03 0.06
H 0.00 -0.01 0.04
H -0.05 -0.13 0.03
H 0.05 -0.06 0.03
H 0.08 0.02 0.01
H 0.07 0.07 -0.01
H -0.05 -0.09 0.03
H 0.06 -0.08 -0.08
H -0.01 -0.05 0.02
H -0.08 -0.04 0.07
H 0.05 -0.09 -0.23
H -0.06 0.16 -0.08
H -0.07 0.04 -0.03

Q: spin multiplicity of number 2 (C19H21N3O3S)?
A: 1

Q: Which value of orbital gap does entry 1 give?
A: 9.30 eV

Q: The lowest orbital gap belongs to which entry?
A: C19H21N3O3S